(P)
Below is a 2-piece molecular cluster, C4H11N2S overall, with properties calculated with ωB97M-V/def2-TZVPD.

Output
Spin multiplicity ... 3
Charge ... +1
LUMO level (spin up / spin down) ... -3.26 / -5.90 eV
HOMO energy (spin up / spin down) ... -0.3505 / -0.4836 Ha

Geometry as XYZ:
```
18
C4H11N2S | the Open Molecules 2025 dataset | ωB97M-V/def2-TZVPD
C 2.71 0.05 -0.69
C 1.55 0.04 -0.06
C -0.28 -1.41 0.44
C -2.43 -0.40 0.15
N 1.14 1.28 0.61
N -1.29 -1.06 -0.36
S -2.04 1.39 -0.02
H 3.43 0.87 -0.95
H 3.06 -0.95 -1.04
H 0.45 -2.18 0.17
H -0.16 -0.84 1.39
H -3.32 -0.80 -0.43
H -2.58 -0.56 1.17
H 1.49 2.02 -0.08
H 1.58 1.44 1.48
H -1.40 -1.43 -1.31
H 0.18 1.38 0.78
H -2.08 1.15 -1.26
```

Löwdin population analysis, charges in e, atoms 1 to 6: number 1, C, carries 0.044; number 2, C, carries -0.101; number 3, C, carries -0.139; number 4, C, carries -0.496; number 5, N, carries 0.170; number 6, N, carries -0.169

(Q)
Below is C4H11N2S as an isolated structure, with properties calculated with ωB97M-V/def2-TZVPD.

Output
Spin multiplicity ... 3
Charge ... +1
LUMO level (spin up / spin down) ... -3.05 / -7.23 eV
HOMO energy (spin up / spin down) ... -0.4279 / -0.5301 Ha

Geometry as XYZ:
```
18
C4H11N2S | the Open Molecules 2025 dataset | ωB97M-V/def2-TZVPD
C -1.34 0.27 -0.50
C -1.23 1.45 -1.51
C 0.31 -1.55 -0.40
C 0.52 0.51 1.08
N 1.26 1.00 -1.93
N 0.05 -0.16 -0.18
S 0.06 2.03 -2.24
H -1.97 0.49 0.32
H -1.72 -0.61 -1.09
H -2.07 2.07 -1.80
H -0.39 -2.35 0.15
H 1.33 -1.82 -0.22
H 0.26 -1.64 -1.44
H 0.08 -0.02 1.92
H 1.60 0.64 0.99
H 0.11 1.56 1.05
H 1.97 1.21 -2.56
H 0.86 0.37 -1.06
```

Löwdin population analysis, charges in e, atoms 1 to 6: number 1, C, carries -0.136; number 2, C, carries -0.377; number 3, C, carries -0.061; number 4, C, carries -0.001; number 5, N, carries -0.144; number 6, N, carries -0.344

The most stable arrangement is (Q), and the next structure is 158.3 kJ/mol less stable.

(P)
Below is CH4NP as an isolated structure, with properties calculated with ωB97M-V/def2-TZVPD.

Output
Spin multiplicity ... 1
LUMO level ... -0.02 eV
HOMO energy ... -0.2898 Ha

Geometry as XYZ:
```
7
CH4NP | the Open Molecules 2025 dataset | ωB97M-V/def2-TZVPD
C 0.26 0.87 -0.59
N -0.75 0.22 -0.44
P -2.25 -0.23 -0.59
H 0.97 1.32 0.14
H 1.75 -0.65 0.97
H 1.91 0.11 1.01
H -1.89 -1.64 -0.49
```

Löwdin population analysis, charges in e, atoms 1 to 6: number 1, C, carries -0.062; number 2, N, carries -0.565; number 3, P, carries 0.691; number 4, H, carries 0.004; number 5, H, carries 0.066; number 6, H, carries 0.022

(Q)
Below is a 2-piece molecular cluster, CH4NP overall, with properties calculated with ωB97M-V/def2-TZVPD.

Output
Spin multiplicity ... 1
LUMO level (spin up / spin down) ... -0.87 / -0.84 eV
HOMO energy (spin up / spin down) ... -0.3005 / -0.2992 Ha

Geometry as XYZ:
```
7
CH4NP | the Open Molecules 2025 dataset | ωB97M-V/def2-TZVPD
C 1.20 0.29 -0.22
N 0.22 -0.36 0.32
P -2.86 -0.38 0.56
H -1.93 0.61 0.09
H 2.13 -0.03 -0.63
H 0.84 1.22 -0.58
H 0.40 -1.35 0.45
```

Löwdin population analysis, charges in e, atoms 1 to 6: number 1, C, carries -0.097; number 2, N, carries -0.037; number 3, P, carries 0.369; number 4, H, carries -0.361; number 5, H, carries 0.051; number 6, H, carries 0.042

The most stable arrangement is (P), and the next structure is 27.2 kJ/mol less stable.